<a>
Formula: C6H15NS
Source: the OMol25 dataset
Level of theory: ωB97M-V/def2-TZVPD

Element x y z (Å)
C -2.558 0.476 -0.860
C -1.310 1.101 -0.251
C -0.129 3.072 -0.341
N -1.273 2.565 -0.480
H -2.545 -0.589 -0.610
H -3.456 0.906 -0.422
H -2.545 0.576 -1.944
H -0.406 0.675 -0.675
H -1.338 0.941 0.829
H 0.760 2.525 -0.013
H -0.011 4.133 -0.544
C 2.193 -0.777 -1.207
C 1.257 -1.436 -0.190
S 1.406 -0.659 1.435
C 0.369 -1.796 2.412
H 1.751 -0.918 -2.193
H 3.193 -1.211 -1.215
H 2.368 0.283 -1.013
H 1.513 -2.492 -0.084
H 0.226 -1.415 -0.544
H -0.674 -1.715 2.120
H 0.793 -2.794 2.347
H 0.416 -1.452 3.445

Summary:
Multiplicity: 1
HOMO-LUMO gap in eV: 9.47
LUMO level in Ha: 0.032
E_HOMO in hartree: -0.3166
SMILES string: C=NCC.CCSC

=====

<b>
Formula: C6H15NS
Source: the OMol25 dataset
Level of theory: ωB97M-V/def2-TZVPD

Element x y z (Å)
C -0.705 0.891 1.227
C -2.007 0.538 0.275
S -2.313 -1.084 -0.528
N 0.323 1.650 0.666
C 1.530 0.922 0.300
C 1.403 -0.052 -0.936
C 1.123 -1.496 -0.483
C 0.515 0.507 -2.047
H -0.356 -0.065 1.627
H -1.191 1.415 2.067
H -2.884 0.519 0.929
H -2.115 1.246 -0.566
H -2.224 -1.599 3.075
H -1.767 -1.644 2.491
H 2.325 1.692 0.037
H 1.923 0.355 1.147
H 2.421 -0.069 -1.322
H 0.624 -1.556 0.486
H 0.448 -1.971 -1.206
H 2.029 -2.119 -0.426
H 1.058 0.594 -2.974
H 0.186 1.495 -1.705
H -0.347 -0.170 -2.134

Summary:
Multiplicity: 1
HOMO-LUMO gap in eV: 5.04
LUMO level in Ha: -0.110
E_HOMO in hartree: -0.2950

=====

Stability summary - winner: <a>; margin: 0.1829 hartree.

=====

<a>
Formula: ClH3N2OS
Source: the OMol25 dataset
Level of theory: ωB97M-V/def2-TZVPD

Element x y z (Å)
N 2.021 -0.809 0.871
N -0.884 -0.368 -0.928
O -1.198 0.199 1.364
S -0.260 0.497 0.326
Cl -0.638 2.497 -0.336
H 2.911 -0.257 0.891
H -1.636 -0.924 -0.446
H -0.317 -0.834 -1.743

Summary:
Multiplicity: 1
HOMO-LUMO gap (spin up / spin down) in eV: 8.16 / 8.17
LUMO level (spin up / spin down) in Ha: -0.060 / -0.060
E_HOMO (spin up / spin down) in hartree: -0.3603 / -0.3603

=====

<b>
Formula: ClH3N2OS
Source: the OMol25 dataset
Level of theory: ωB97M-V/def2-TZVPD

Element x y z (Å)
N -0.539 -0.572 -1.382
N -0.561 0.667 1.048
O 0.875 -1.576 0.601
S 0.294 -0.416 0.004
Cl 1.878 0.900 -0.193
H -0.392 -1.336 -2.018
H 0.002 1.542 1.051
H -1.557 0.791 0.889

Summary:
Multiplicity: 1
HOMO-LUMO gap in eV: 10.15
LUMO level in Ha: 0.000
E_HOMO in hartree: -0.3729
SMILES string: N=[S@@](N)(=O)Cl

=====

Stability summary - winner: <b>; margin: 0.1112 hartree.

=====

<a>
Formula: CH7N2Si
Source: the OMol25 dataset
Level of theory: ωB97M-V/def2-TZVPD

Element x y z (Å)
C -0.395 0.878 0.406
N -1.685 1.244 0.461
N 0.119 -0.253 0.165
Si 1.476 0.936 0.057
H -2.266 0.599 0.922
H -1.962 2.245 0.670
H -0.288 -1.146 0.017
H -0.340 -1.439 1.786
H 2.174 1.287 -1.233
H 2.323 0.542 1.176
H -1.036 -1.734 2.145

Summary:
Multiplicity: 1
HOMO-LUMO gap in eV: 11.20
Net charge: +1
LUMO level in Ha: -0.164
E_HOMO in hartree: -0.5756

=====

<b>
Formula: CH7N2Si
Source: the OMol25 dataset
Level of theory: ωB97M-V/def2-TZVPD

Element x y z (Å)
C -0.024 0.360 -1.353
N -0.312 0.232 -0.066
N -0.927 0.830 -2.151
Si 1.007 -1.000 2.306
H -1.363 0.374 0.110
H -0.124 -0.417 2.661
H -1.760 1.161 -1.768
H -0.691 1.113 -3.172
H 2.131 -1.160 1.513
H 0.955 0.090 -1.661
H 1.108 -1.583 3.579

Summary:
Multiplicity: 1
HOMO-LUMO gap in eV: 6.45
Net charge: +1
LUMO level in Ha: -0.248
E_HOMO in hartree: -0.4854

=====

Stability summary - winner: <a>; margin: 0.0596 hartree.

=====

<a>
Formula: CH2F2N2O
Source: the OMol25 dataset
Level of theory: ωB97M-V/def2-TZVPD

Element x y z (Å)
C -1.638 -0.206 -0.279
N 1.041 0.729 -0.725
N 1.558 0.257 0.261
O -2.075 -0.917 -1.081
F -0.994 -0.723 0.775
F -1.886 1.073 -0.073
H 1.398 -0.688 0.730
H 2.595 0.475 0.392

Summary:
Multiplicity: 1
HOMO-LUMO gap in eV: 9.21
LUMO level in Ha: 0.018
E_HOMO in hartree: -0.3206

=====

<b>
Formula: CH2F2N2O
Source: the OMol25 dataset
Level of theory: ωB97M-V/def2-TZVPD

Element x y z (Å)
C 0.420 0.839 -0.342
N 1.032 0.093 0.536
N -1.586 -0.490 -0.728
O 0.491 1.761 -1.049
F -1.063 -1.682 -1.205
F -1.618 -0.709 0.661
H 0.486 -0.488 1.187
H 1.838 0.676 0.940

Summary:
Multiplicity: 1
HOMO-LUMO gap (spin up / spin down) in eV: 9.09 / 7.55
LUMO level (spin up / spin down) in Ha: -0.009 / -0.015
E_HOMO (spin up / spin down) in hartree: -0.3435 / -0.2930

=====

Stability summary - winner: <a>; margin: 0.1105 hartree.

=====

<a>
Formula: C2H9NSi
Source: the OMol25 dataset
Level of theory: ωB97M-V/def2-TZVPD

Element x y z (Å)
C 1.440 -0.633 -0.272
C 1.087 0.742 0.306
N -0.015 1.428 -0.290
Si -2.326 -0.018 0.024
H 1.818 -0.538 -1.292
H 2.203 -1.114 0.335
H 0.554 -1.265 -0.289
H 0.885 0.652 1.380
H 1.975 1.392 0.199
H 0.044 1.345 -1.305
H -2.827 0.157 -1.322
H -2.950 0.736 1.091
H -1.997 -1.396 0.364

Summary:
Multiplicity: 1
HOMO-LUMO gap (spin up / spin down) in eV: 7.66 / 7.66
LUMO level (spin up / spin down) in Ha: -0.012 / -0.012
E_HOMO (spin up / spin down) in hartree: -0.2939 / -0.2940

=====

<b>
Formula: C2H9NSi
Source: the OMol25 dataset
Level of theory: ωB97M-V/def2-TZVPD

Element x y z (Å)
C -0.191 -0.215 2.109
C -0.025 0.682 -2.068
N -0.541 -0.072 0.731
Si 0.504 -0.306 -0.529
H -0.855 -0.862 2.751
H 0.712 -0.836 2.180
H -0.009 0.682 2.657
H 0.299 0.472 -3.109
H -1.250 0.708 -2.147
H 0.253 1.676 -1.960
H -1.373 0.559 0.687
H 0.915 -2.028 -0.647
H 1.837 0.339 -0.045

Summary:
Multiplicity: 1
HOMO-LUMO gap in eV: 10.11
LUMO level in Ha: 0.041
E_HOMO in hartree: -0.3305
SMILES string: CN[SiH2]C

=====

Stability summary - winner: <b>; margin: 0.0898 hartree.